Entry 1:
# C9H19GaN4O3P

A molecular structure, C9H19GaN4O3P (ωB97M-V with the def2-TZVPD basis set, OMol25).

Geometry as XYZ:
```
37
Properties=species:S:1:pos:R:3
C 0.28620 1.21444 -1.67947
C -0.27497 1.33455 -0.27686
C 0.07746 0.13881 0.60800
N -0.99098 2.28319 0.08718
Ga -0.41457 3.25849 1.67226
P 1.91904 3.15745 2.02241
O 2.35965 4.31158 2.83793
O 2.33749 1.77733 2.83650
O 2.80793 3.12360 0.63029
H -0.09211 0.30529 -2.14088
H 0.07297 2.09240 -2.25773
H 1.35388 1.05964 -1.56489
H 0.32429 0.44417 1.61437
H -0.78466 -0.51528 0.57813
H 0.91398 -0.42265 0.20447
H -1.10761 2.82027 3.05768
H -0.77890 4.80162 1.41932
H 1.56265 1.53486 3.35274
H 2.20486 3.43620 -0.05205
C -1.55810 -3.53975 2.65317
C -1.58175 -3.02590 1.28828
N -1.59412 -2.62497 0.22245
H -1.64191 -4.62246 2.63224
H -0.62330 -3.26841 3.13582
H -2.39155 -3.12766 3.21939
C -1.36776 3.97047 -4.86530
C -0.22009 3.06927 -4.87976
N 0.66129 2.34907 -4.87387
H -2.03297 3.73289 -5.69269
H -1.90679 3.85827 -3.92616
H -1.02852 4.99940 -4.96131
C 0.47934 -6.58294 0.11222
C 0.79896 -5.81378 1.31070
N 1.03370 -5.20418 2.24323
H -0.09895 -7.46358 0.38323
H -0.10193 -5.96711 -0.57131
H 1.39785 -6.89460 -0.37975
```

## Properties
Orbital gap ... 5.86 eV
LUMO level ... 0.078 hartree
Charge ... -1

---

Entry 2:
# C9H19ISi

C9H19ISi in the gas phase (ωB97M-V with the def2-TZVPD basis set, OMol25).

Geometry as XYZ:
```
30
Properties=species:S:1:pos:R:3
C 1.40190 0.87879 -1.61744
C 0.79495 -0.39706 -2.16183
C 0.42043 1.55078 -0.62993
C 0.43252 -1.36986 -1.05115
C 0.03569 0.55930 0.57215
C -0.50674 -0.74658 0.02027
C -0.93471 1.26913 1.57292
C 1.38607 0.27694 1.34358
C -1.85641 -0.53029 -0.66217
Si -0.67206 -2.11648 1.30466
I -2.15936 -3.99973 0.93499
H 2.33912 0.55550 -1.18328
H 1.64110 1.59253 -2.34806
H -0.15616 -0.23400 -2.56685
H 1.55670 -0.81049 -2.87525
H 0.88879 2.52751 -0.13903
H -0.35916 1.79559 -1.34719
H 0.01483 -2.21683 -1.48304
H 1.32756 -1.71052 -0.38081
H -1.47255 0.59872 2.16445
H -1.71317 1.76672 0.93088
H -0.39886 2.10915 2.14360
H 2.25617 0.03694 0.64593
H 1.21158 -0.71001 1.96454
H 1.63236 1.07865 1.95838
H -2.62161 0.02507 -0.11743
H -2.47959 -1.49836 -0.88063
H -1.96910 -0.02463 -1.69988
H -1.56116 -1.74304 2.45502
H 0.58306 -2.74522 1.22493
```

## Properties
Spin multiplicity ... 3
Orbital gap (alpha / beta) ... 4.57 / 5.28 eV
LUMO level (alpha / beta) ... 0.019 / -0.149 hartree
<S²> ... 2.01
Relative energy (zero: lowest compared OMol25 entry of this formula, charge and spin) ... 31.86 kcal/mol

---

Entry 3:
# C9H19N2

A gas-phase ion, C9H19N2 (charge +1) (ωB97M-V with the def2-TZVPD basis set, OMol25).

Geometry as XYZ:
```
30
Properties=species:S:1:pos:R:3
C 2.90684 -1.02405 0.13158
C 1.52581 -0.97873 -0.38812
N 1.05788 -1.96408 -1.11357
C 0.48009 0.30246 -0.06686
N -0.72916 0.04863 -0.69482
C -1.91045 -0.17003 0.18799
C -1.67291 -1.29991 1.15653
C -3.05823 -0.47164 -0.79593
C 0.69836 0.94156 1.32249
C 1.22606 1.64737 0.13271
C 0.70677 2.97997 -0.47228
H 3.21180 -1.95814 0.76174
H 3.12044 -0.09767 0.71714
H 3.67063 -1.23225 -0.69642
H 1.45555 -2.75945 -1.58647
H 0.12987 -1.78171 -1.50823
H -1.02023 0.65632 -1.39703
H -2.21786 0.74639 0.69941
H -0.80717 -1.10024 1.91804
H -2.56040 -1.47267 1.80303
H -1.44131 -2.29250 0.89737
H -2.78329 -1.35395 -1.29669
H -3.07046 0.28132 -1.51218
H -3.99543 -0.59193 -0.28165
H 1.34009 0.39173 1.91145
H -0.24660 1.04005 1.76858
H 2.24731 1.58616 -0.10813
H -0.39792 3.15540 -0.30775
H 1.03125 2.98682 -1.44644
H 1.10267 3.78477 0.26451
```

## Properties
Orbital gap ... 9.44 eV
LUMO level ... -0.143 hartree
Charge ... +1
Relative energy (zero: lowest compared OMol25 entry of this formula, charge and spin) ... 68.43 kcal/mol
SMILES ... CC(=[NH2+])[C@@]1(NC(C)C)C[C@@H]1C

---

Entry 4:
# C9H19N2

A gas-phase ion, C9H19N2 (charge +1) (ωB97M-V with the def2-TZVPD basis set, OMol25).

Geometry as XYZ:
```
30
Properties=species:S:1:pos:R:3
H 3.84475 0.72995 -1.06897
N 2.94903 1.04083 -0.79242
C 2.08732 0.16296 -0.59159
C 0.67170 0.73435 -0.21566
C 0.75134 2.15767 0.27746
C -0.22782 0.68950 -1.53831
C -0.31022 -0.66889 -2.27540
N 0.07469 -0.19888 0.79243
C 0.87764 -0.30129 2.00677
C -1.36334 0.01600 1.17049
C -2.24272 -1.15232 0.92123
C -2.07738 -2.29261 0.28592
H 1.90923 -0.97184 -0.68814
H -0.11278 2.69245 0.66677
H 1.34206 2.23185 1.24431
H 1.21105 2.91746 -0.39619
H -1.31066 1.00296 -1.23298
H 0.13582 1.41605 -2.18715
H 0.66680 -1.15223 -2.52023
H -1.02604 -1.35407 -1.78605
H -0.96880 -0.36031 -3.23673
H 0.14551 -1.10379 0.23568
H 1.17314 0.61006 2.50012
H 0.41476 -0.94532 2.77221
H 1.86450 -0.73467 1.79653
H -1.37078 0.30458 2.23174
H -1.75121 0.95223 0.65835
H -3.25393 -0.91528 1.13872
H -2.93662 -2.96393 0.08265
H -1.16705 -2.54347 -0.25154
```

## Properties
Orbital gap ... 11.40 eV
LUMO level ... -0.094 hartree
Charge ... +1
Relative energy (zero: lowest compared OMol25 entry of this formula, charge and spin) ... 82.56 kcal/mol
SMILES ... [H]/N=C/[C@@](C)(CC)[N@@H+](C)CC=C

---

Entry 5:
# C9H19N2O2

A gas-phase ion, C9H19N2O2 (charge +1) (ωB97M-V with the def2-TZVPD basis set, OMol25).

Geometry as XYZ:
```
32
Properties=species:S:1:pos:R:3
C -2.04979 2.12889 0.12761
C -0.66669 1.89859 0.55738
N -0.01660 1.15460 -0.45054
C 0.46069 -0.15677 -0.29221
C 1.30685 -0.37445 -1.72040
O 2.49649 -0.44996 -1.81880
C -0.41284 -1.36896 -0.11248
O -0.29392 -2.11127 0.84772
C -1.56974 -1.72078 -1.07637
C -2.86376 -1.31133 -0.39008
N 1.56388 -0.22971 0.85460
C 2.38738 -1.58236 0.84504
C 2.31416 1.12186 0.94938
H -2.48318 2.85259 0.85847
H -2.09956 2.47723 -0.90872
H -2.49297 1.18014 0.30034
H -0.08560 2.91320 0.63166
H -0.64952 1.38086 1.49010
H 0.45347 1.77580 -1.17699
H 0.59913 0.03403 -2.62679
H -1.42086 -1.32498 -2.08972
H -1.36376 -2.82528 -1.20244
H -3.72256 -2.01828 -0.73357
H -2.74191 -1.55522 0.70031
H -3.14383 -0.40183 -0.67732
H 1.05932 -0.11072 1.73541
H 3.19961 -1.65946 1.65263
H 1.69986 -2.35529 0.78335
H 3.05810 -1.52089 -0.03878
H 1.60738 1.84212 1.10020
H 2.97836 1.01265 1.85131
H 2.89238 1.30498 0.02973
```

## Properties
Orbital gap ... 9.59 eV
LUMO level ... -0.140 hartree
Charge ... +1
Relative energy (zero: lowest compared OMol25 entry of this formula, charge and spin) ... 68.20 kcal/mol
SMILES ... CCN[C@](C=O)(C(=O)CC)[NH+](C)C

---

Entry 6:
# C9H19N5

A gas-phase ion, C9H19N5 (charge +2) (ωB97M-V with the def2-TZVPD basis set, OMol25).

Geometry as XYZ:
```
33
Properties=species:S:1:pos:R:3
C 1.85201 1.84772 0.96867
C 0.67484 1.58392 0.09260
N 0.85359 1.45776 -1.22304
N -0.54634 2.28529 0.51780
C -1.68800 1.77586 0.84908
N -2.55266 2.47997 1.64078
N -2.09599 0.54811 0.54502
C -1.20106 -0.40697 -0.07983
C -0.00313 -0.60660 0.42947
C 0.55795 -1.75062 -0.50417
C 2.00247 -1.54377 -0.90860
C 0.26532 -2.87570 0.54349
C -0.43845 -1.86919 -1.65885
N -1.51319 -0.96852 -1.21995
H 1.92076 1.38469 1.95501
H 1.94081 2.93370 1.05420
H 2.64775 1.56601 0.33437
H 0.06174 1.56221 -1.86895
H 1.80578 1.53389 -1.61915
H -0.29617 3.22926 0.76363
H -3.42467 2.15179 1.98915
H -2.49351 3.47193 1.89347
H -3.03695 0.36960 0.74780
H 0.40543 -0.69979 1.38394
H 2.57779 -1.31780 -0.06129
H 2.24085 -0.96787 -1.74381
H 2.10265 -2.55984 -1.23775
H -0.61048 -2.63657 1.13510
H 1.16647 -2.89676 1.14511
H 0.14041 -3.86954 0.17130
H -0.21959 -1.60553 -2.70501
H -0.82695 -2.89406 -1.60751
H -2.26945 -0.71258 -1.72207
```

## Properties
Orbital gap ... 7.71 eV
LUMO level ... -0.294 hartree
Charge ... +2
Relative energy (zero: lowest compared OMol25 entry of this formula, charge and spin) ... 21.61 kcal/mol
SMILES ... CC(=[NH2+])NC(=[NH2+])NC1=CC(C)(C)CN1

---

Entry 7:
# C9H19NSi

C9H19NSi in the gas phase (ωB97M-V with the def2-TZVPD basis set, OMol25).

Geometry as XYZ:
```
30
Properties=species:S:1:pos:R:3
C -1.63457 4.26655 0.63406
C -0.60820 3.08257 -0.01065
C -0.00475 1.99529 0.19833
N 0.96183 1.21537 -0.02981
Si 0.57896 -0.59774 -0.09703
C -0.09842 -1.04621 1.69057
C 1.11190 -0.66600 2.50635
C -0.92204 -1.12354 -1.19847
C -2.29986 -0.95058 -0.62705
C 2.13955 -1.51893 -0.64988
C 2.05171 -2.12015 -2.06562
H -1.78512 4.37473 1.68104
H -1.27144 5.26789 0.25762
H -2.72176 4.18592 0.24480
H -0.61912 3.58971 -1.03619
H -0.91763 -0.45889 1.92457
H -0.30684 -1.99571 1.99543
H 0.80681 -0.70609 3.57842
H 1.95157 -1.32254 2.34128
H 1.50756 0.26706 2.11949
H -0.91858 -0.56445 -2.13420
H -0.72009 -2.17153 -1.55496
H -2.49226 -1.69654 0.23669
H -2.44587 0.11734 -0.30482
H -3.01041 -1.07643 -1.35301
H 3.13497 -0.99276 -0.77799
H 2.41242 -2.42382 -0.12403
H 3.00224 -2.30040 -2.58744
H 1.64294 -3.08677 -2.12531
H 1.47451 -1.54336 -2.73220
```

## Properties
Orbital gap ... 8.72 eV
LUMO level ... 0.010 hartree
Relative energy (zero: lowest compared OMol25 entry of this formula, charge and spin) ... 40.12 kcal/mol
SMILES ... CC=C=N[Si](CC)(CC)CC